Here is a cluster of 2 separate species, C18H22F9N3OS in total in a non-equilibrium geometry from the OMol25 dataset. Energies are from wB97M-V/def2-TZVPD.

The geometry in XYZ format:
```
54
Properties=species:S:1:pos:R:3:forces:R:3:nbo_charge:R:1
N 5.558626 -1.473803 1.488780 1.2971 1.2283 -1.0519 -0.86
C 5.391074 -0.109025 0.789503 0.1513 0.4130 0.4422 -0.23
C 3.792544 0.105209 0.437239 0.0910 0.7723 -0.9265 -0.47
C 2.909673 0.759431 1.656042 -2.1888 1.4147 2.4931 0.00
C 3.550070 0.691670 3.168974 -4.0358 2.3706 1.2805 -0.24
C 2.720717 1.361919 4.414960 -0.1127 -0.6892 -3.2394 -0.20
C 1.236143 2.107621 4.251093 1.4577 -0.9228 -0.5832 0.12
N 0.614190 2.637204 5.511976 -3.8729 0.8393 -6.4599 -0.37
C -0.712723 3.249574 5.157845 1.5279 -0.8843 -1.2090 -0.02
C -1.367384 3.381737 3.673445 3.3830 -2.0322 -0.3823 -0.02
N -0.695259 2.838776 2.445044 1.4668 0.0965 6.1390 -0.39
C 0.615505 2.170942 2.749430 0.1700 -0.0519 0.0944 0.12
C 1.417411 1.488255 1.455230 2.3584 -0.6674 1.8871 0.00
C 0.763173 1.522266 -0.083922 1.6788 -0.1225 0.5924 -0.46
C -0.077123 0.155519 -0.405121 -0.2320 -0.2010 0.2522 -0.47
C -1.732447 0.385105 -0.479661 1.6382 1.6487 -2.5465 0.66
F -2.170636 1.684963 0.077208 0.9396 -4.4987 -1.4633 -0.31
F -2.006776 0.485601 -1.964747 0.2305 -0.2900 4.1448 -0.36
C -2.566597 -0.923389 0.025534 -1.8733 -1.4488 -4.5277 0.47
F -1.922099 -2.226938 -0.380537 -1.9551 4.8488 0.9278 -0.31
F -3.883632 -0.905856 -0.708580 4.2202 -0.0137 2.4946 -0.31
S -2.955099 -1.030138 1.838620 -1.5425 -2.8575 4.6081 2.21
F -1.619094 -0.090555 2.339327 -2.8897 -1.6137 -1.4441 -0.43
F -1.956171 -2.461075 1.956654 -1.7937 3.1622 0.2235 -0.44
F -4.270284 -2.118855 1.469984 2.6384 2.4102 0.7640 -0.44
F -4.053220 0.282340 1.832934 2.7888 -2.5723 -0.2915 -0.42
F -3.336491 -1.268267 3.497094 0.8101 0.7149 -3.3836 -0.40
H 5.824330 -2.125977 0.706742 -0.1994 0.6321 1.4580 0.36
H 6.374511 -1.396777 2.161354 -1.1850 -0.3439 -1.3317 0.36
H 6.085958 -0.031796 -0.178152 -1.8218 -0.1420 1.8740 0.20
H 5.799942 0.739345 1.518043 -1.1660 -1.7290 -1.5944 0.21
H 3.772034 0.843055 -0.501074 -0.1427 -1.4092 2.0803 0.22
H 3.334707 -0.916377 0.022835 0.9672 2.1453 1.2192 0.24
H 4.590983 0.180652 3.445692 -2.6854 1.2101 -0.9252 0.25
H 3.190711 1.284242 5.506226 -1.2455 0.2587 -2.6581 0.24
H -1.352594 3.689918 6.064658 1.7138 -1.1101 -2.1839 0.23
H -2.424886 3.894662 3.537633 2.5688 -1.2130 0.2596 0.24
H 1.716434 1.501637 -0.802930 -2.1464 0.0223 1.5954 0.23
H 0.210022 2.524586 -0.323535 0.8026 -2.1273 0.7605 0.27
H 0.125044 -0.666288 0.412469 -0.3518 1.7651 -1.5142 0.26
H 0.322403 -0.290752 -1.437283 -1.4552 1.0069 2.2006 0.26
C -3.019318 -1.739894 -4.266106 -0.5967 -0.0298 0.2806 -0.43
C -1.982694 -2.647629 -4.876156 0.4654 -0.3683 0.1682 -0.43
C -1.841969 -2.076048 -6.270119 -0.0409 0.1204 -0.4400 -0.07
O -2.110406 -0.670502 -6.172608 -0.0371 -0.3058 0.1962 -0.54
C -2.668473 -0.401759 -4.878943 0.2158 0.4362 -0.0133 -0.07
H -3.002806 -1.725750 -3.173399 -0.0283 0.0382 -0.1568 0.22
H -4.020177 -2.048704 -4.590537 0.0846 0.0460 0.0802 0.20
H -1.035488 -2.546181 -4.333397 -0.0682 -0.0596 -0.0552 0.20
H -2.266464 -3.703084 -4.874441 0.0531 0.1131 -0.0235 0.22
H -2.578845 -2.510322 -6.954066 0.0523 -0.1055 -0.0112 0.16
H -0.843332 -2.231993 -6.688291 -0.0989 0.1158 -0.0273 0.18
H -1.906248 0.117464 -4.287796 -0.1279 -0.0043 0.0114 0.17
H -3.537475 0.254043 -4.981168 0.1224 -0.0157 -0.0843 0.18
```
Forces are in eV/Å.

Values from the calculation:
Highest occupied orbital energy = -8.4 eV
Charge = 0
Kohn-Sham gap = 6.076 eV
SMILES = NCCc1ccc2nccnc2c1CCC(F)(F)C(F)(F)S(F)(F)(F)(F)F.C1CCOC1
LUMO energy = -2.28 eV
Total energy = -2234.91007 hartree

***

Here is an isolated molecule of C18H22FN3O3S2 in a non-equilibrium geometry from the OMol25 dataset. Energies are from wB97M-V/def2-TZVPD.

The geometry in XYZ format:
```
49
Properties=species:S:1:pos:R:3:forces:R:3:nbo_charge:R:1
O -1.682168 1.112755 1.496168 0.7323 -0.0819 -0.5756 -0.63
O 3.928139 1.941568 2.937670 -1.3809 -1.2991 -0.2489 -0.94
O 3.231168 0.515277 4.802052 -1.0700 -0.3702 -1.7913 -0.95
F 0.186765 -1.370989 -4.882461 -0.4031 0.2545 0.0295 -0.32
N -1.424667 -2.306940 2.036649 0.2308 1.1007 0.6054 -0.46
S -1.213681 -1.949409 4.593096 -0.9501 -0.4378 -1.2921 0.39
C -0.846263 0.660206 0.708458 -1.8292 0.6062 1.6352 0.70
C -0.786407 -1.569396 2.923085 -0.8357 -1.2478 -0.4912 0.10
C -2.400224 -3.112469 2.607752 1.4916 0.9443 1.2210 -0.05
C -2.426168 -3.066389 3.975929 0.3122 0.2942 -0.6143 -0.43
C 0.194127 2.144572 -5.853311 -0.8057 0.6827 0.8700 -0.21
C -0.691248 2.715989 -4.903760 1.0760 0.8935 -0.5081 -0.21
C 0.412439 0.790908 -5.850321 1.1940 -1.7377 -0.6889 -0.27
C -1.283122 1.911754 -3.943575 0.0817 -0.2218 -0.5521 -0.21
C -0.165061 -0.071082 -4.916120 -0.7566 2.8057 0.6675 0.39
C -1.036715 0.526611 -3.956717 -0.2441 -1.5801 0.3194 -0.09
N 0.200750 -0.081098 1.173942 0.5206 -0.6740 -0.2856 -0.66
N 0.543165 -0.615869 -1.850079 0.4044 -0.1074 0.4833 -0.86
C 1.663404 -1.363229 2.670596 0.2456 0.3063 0.1686 -0.41
C 0.312173 0.555916 3.615186 0.1660 0.2958 -0.1315 -0.45
C 0.324201 -0.571360 2.573955 -0.1647 -0.6122 -0.0285 0.08
C -1.041955 0.892905 -0.782050 -0.9836 -1.7472 0.0572 -0.50
C -1.694433 -0.372661 -2.904112 0.9605 -0.0460 -0.3018 -0.44
C 2.863120 -0.467094 2.282533 -0.7938 -0.2447 1.1905 -0.65
C 1.302776 1.666101 3.373039 0.7636 -0.6113 -0.9223 -0.63
C -0.877854 -0.435781 -1.577437 -0.1341 0.4777 -0.9716 -0.04
S 2.955012 0.946541 3.418150 2.4110 1.7741 1.1869 2.11
H -3.013114 -3.709044 1.966412 -0.2673 -0.2182 -0.1066 0.22
H -3.122524 -3.607340 4.594797 0.1744 0.0671 0.2795 0.24
H 0.773353 2.738033 -6.555771 -0.3728 0.1070 0.1173 0.22
H -0.796449 3.826739 -4.867728 -0.0938 -1.1062 -0.0893 0.22
H 1.142601 0.370563 -6.575608 -0.6267 0.2302 0.5614 0.23
H -1.952760 2.372783 -3.196248 0.4058 -0.5375 -0.4287 0.23
H 0.599433 -0.685804 0.450044 0.1502 0.2543 0.3073 0.43
H 0.689988 -1.358326 -2.525405 0.0928 0.0391 0.0747 0.37
H 0.919654 0.249828 -2.245496 -0.1014 -0.4537 0.0556 0.36
H 1.838387 -1.762764 3.706250 -0.4156 0.4594 -0.8871 0.25
H 1.595298 -2.226649 1.996481 0.1413 0.1544 0.0645 0.23
H 0.551479 0.199990 4.608473 0.0402 -0.6783 0.2009 0.24
H -0.659359 0.980109 3.686927 -0.9177 0.3251 -0.1403 0.26
H -2.092232 1.224345 -0.958173 0.8710 0.0276 0.6364 0.24
H -0.369515 1.647096 -1.142681 0.4307 0.3910 -0.2968 0.23
H -2.684164 -0.038317 -2.672113 -0.7176 0.3030 -0.0033 0.22
H -1.791573 -1.383847 -3.315410 0.0933 0.1054 0.1082 0.22
H 2.819453 -0.112392 1.275715 -0.1712 0.5061 -0.5674 0.25
H 3.776019 -1.017211 2.394140 0.6636 -0.1327 0.2670 0.26
H 1.173677 2.236767 2.444722 0.0787 -0.3410 0.1291 0.25
H 1.331819 2.345751 4.199247 -0.0157 0.4792 0.5244 0.26
H -1.276749 -1.317648 -1.036893 0.3193 0.6022 0.1627 0.22
```
Forces are in eV/Å.

Values from the calculation:
Highest occupied orbital energy = -9.4 eV
Charge = 0
Kohn-Sham gap = 9.937 eV
SMILES = N[C@@H](CC(=O)NC1(c2nccs2)CCS(=O)(=O)CC1)Cc1ccccc1F
LUMO energy = 0.55 eV
Total energy = -1985.33946 hartree